CH6N2O2SSi | ωB97M-V/def2-TZVPD

Summary:
HOMO-LUMO gap: 7.82 eV
E_tot: -26922.368 eV
relative energy (zero: lowest compared OMol25 entry of this formula, charge and spin): 18.0 kcal per mole
E_HOMO: -7.38 eV
multiplicity: 1
LUMO: 0.44 eV
charge: 0

Each atom is followed by the atoms it is bonded to, with distances in Å.
Geometry (Å):
1 C 1.0890 -0.4682 0.1133  N3 1.376, O5 1.276, S7 1.693
2 N -1.7878 1.4861 -0.7081  Si6 1.724, H8 1.005, H11 1.027
3 N 1.6925 -1.6970 -0.0265  C1 1.376, H9 1.001, H10 1.011
4 O 3.2859 0.7208 -0.3066  S7 1.471
5 O -0.1837 -0.5524 0.0817  C1 1.276, Si6 1.685
6 Si -1.6414 0.2109 0.4431  N2 1.724, O5 1.685, H12 1.460, H13 1.451
7 S 1.8860 1.0230 0.0316  C1 1.693, O4 1.471
8 H -2.3211 1.1890 -1.5059  N2 1.005
9 H 2.6429 -1.6049 0.2748  N3 1.001
10 H 1.2425 -2.5435 0.2957  N3 1.011
11 H -2.2493 2.3876 -0.5380  N2 1.027
12 H -1.1628 0.7730 1.7032  Si6 1.460
13 H -2.4928 -0.9243 0.1415  Si6 1.451